No. 1
9 unconnected molecules or ions with the total composition C33H92N8O9 in a non-equilibrium geometry. Source: the OMol25 dataset; level of theory: wB97M-V/def2-TZVPD.

```
142
C33H92N8O9 wB97M-V/def2-TZVPD
C -5.89977 -0.17546 0.25391
O -5.17139 0.28065 1.32077
H -6.67265 -0.82677 0.66202
H -6.36390 0.60086 -0.35438
H -5.29239 -0.76807 -0.43021
H -5.75849 0.81324 1.86232
C -0.35313 4.43264 5.63273
C -0.56303 2.98484 5.21460
C 0.68098 2.07750 5.04300
O 1.59529 2.47581 4.01527
C 1.10703 2.48819 2.67044
N -1.49478 2.32411 6.12160
H -1.24041 5.01230 5.88740
H 0.27266 4.93034 4.89194
H 0.12381 4.54012 6.60693
H -1.08114 3.05196 4.25797
H 0.35450 1.05906 4.83254
H 1.17878 2.19668 6.00533
H 1.63852 3.22116 2.06350
H 0.06066 2.78452 2.59693
H 1.08774 1.45691 2.31806
H -1.22907 2.30355 7.09581
H -1.52625 1.33815 5.90482
C 2.09536 2.17367 -3.88221
C 1.53696 2.15835 -5.27512
C -0.00442 2.10070 -5.20800
O -0.40793 1.01152 -4.39844
C -1.76836 1.05634 -4.11750
N 1.88427 3.39309 -5.83424
H 1.75072 3.05025 -3.33365
H 3.18291 2.16100 -3.95404
H 1.87329 1.19621 -3.45399
H 2.01247 1.34092 -5.81713
H -0.26562 1.83676 -6.23279
H -0.43540 3.03933 -4.85968
H -2.03675 1.90867 -3.49332
H -2.14437 0.26639 -3.46735
H -2.24655 1.24388 -5.07889
H 1.63395 4.14638 -5.20975
H 1.40519 3.55930 -6.70771
C 1.87031 0.54844 -0.80750
C 0.61109 -0.30037 -1.07071
C -0.66137 0.54608 -0.87497
O -0.79168 1.15001 0.42262
C -2.00882 1.94584 0.53989
N 0.58900 -0.82679 -2.44589
H 2.76308 0.04647 -1.18046
H 2.02581 0.62491 0.26863
H 1.71177 1.53248 -1.24867
H 0.55303 -1.16159 -0.40511
H -1.44283 -0.21310 -0.90740
H -0.81652 1.22259 -1.71541
H -2.24058 2.48453 -0.37893
H -1.77961 2.67940 1.31284
H -2.88845 1.33164 0.73247
H 0.39258 -0.06212 -3.07580
H 1.48865 -1.20396 -2.70754
C 7.43196 -0.56632 1.63803
C 6.97168 -1.00547 3.05053
C 5.62213 -1.74313 3.02334
O 4.51160 -0.93459 2.70955
C 3.21188 -1.56602 2.45223
N 7.94255 -1.85778 3.67730
H 7.36659 -1.43158 0.97836
H 8.49292 -0.33572 1.54166
H 6.84838 0.30247 1.33351
H 6.90591 -0.19477 3.77615
H 5.51355 -2.11210 4.04322
H 5.68199 -2.58697 2.33600
H 2.38504 -0.96078 2.82390
H 3.18566 -2.58548 2.83710
H 3.21399 -1.62909 1.36406
H 8.79138 -1.31909 3.77429
H 8.17497 -2.62396 3.06163
C -1.69148 -3.25308 -4.01769
C -1.90598 -3.59184 -2.52816
C -2.77821 -4.87805 -2.16016
O -4.15632 -4.69817 -2.39143
C -5.05416 -5.67776 -1.82651
N -0.59184 -3.62589 -1.91074
H -2.67033 -3.03112 -4.44275
H -1.25921 -4.06066 -4.60849
H -1.21061 -2.27845 -4.10106
H -2.51607 -2.78396 -2.12419
H -2.58564 -5.17705 -1.12981
H -2.40749 -5.71931 -2.74579
H -6.08566 -5.39957 -2.04266
H -4.80622 -5.91971 -0.79303
H -4.90703 -6.60482 -2.38061
H 0.04921 -4.32825 -2.25112
H -0.16871 -2.73274 -2.11892
C -2.80126 -2.52339 1.13514
C -2.20691 -2.05979 2.44678
C -0.71540 -2.24668 2.64648
O -0.54594 -3.67186 2.90807
C 0.82590 -4.02871 2.86250
N -2.61242 -0.70157 2.74122
H -3.84285 -2.82843 1.23583
H -2.24318 -3.41293 0.84298
H -2.67760 -1.78684 0.34122
H -2.71976 -2.57277 3.26039
H -0.39472 -1.75829 3.56666
H -0.03202 -1.85224 1.89448
H 0.92142 -5.07450 3.15454
H 1.38856 -3.51329 3.64087
H 1.28118 -3.93150 1.87691
H -3.44124 -0.45561 2.21906
H -1.89399 -0.07767 2.40252
C 5.06974 -3.75839 -0.83348
C 3.98876 -3.03750 -1.61930
C 4.04136 -2.97838 -3.16811
O 2.98972 -2.16266 -3.66547
C 3.22495 -1.83349 -4.99527
N 2.70993 -3.57602 -1.29604
H 6.03216 -3.29049 -1.04066
H 5.03237 -4.83785 -0.97999
H 4.89689 -3.57318 0.22667
H 4.07109 -1.99565 -1.30967
H 4.00855 -4.01190 -3.51287
H 5.04154 -2.59785 -3.37534
H 4.11749 -1.20832 -4.97024
H 2.44226 -1.22278 -5.44533
H 3.47966 -2.70634 -5.59640
H 1.99056 -3.04988 -1.77121
H 2.51358 -4.48533 -1.68938
C -2.83088 5.59525 1.85328
C -3.83719 6.47113 1.10682
C -5.14872 5.73778 0.67819
O -4.80022 4.81727 -0.37758
C -5.64873 3.71036 -0.45432
N -4.18400 7.60475 1.87610
H -2.10342 6.20893 2.38459
H -2.32297 5.01693 1.08149
H -3.34203 4.90305 2.52237
H -3.46718 6.81458 0.14078
H -5.84338 6.45125 0.23491
H -5.51197 5.26785 1.59216
H -5.16855 3.01409 -1.14188
H -6.62770 3.98939 -0.84399
H -5.65954 3.19476 0.50596
H -3.30447 8.07222 2.04345
H -4.54065 8.27382 1.20883
```

Values from the calculation:
- Expectation value of S²: 0.754
- Frontier orbital gap (spin up / spin down): 8.56 / 3.07 eV
- Multiplicity: 2
- HOMO (spin up / spin down): -10.747 / -10.747 eV
- ΔE to the lowest compared entry with this formula, charge and spin: 0.4949 eV
- Charge: +1

---

No. 2
2 unconnected molecules or ions with the total composition C2H2F2OS in a non-equilibrium geometry. Source: the OMol25 dataset; level of theory: wB97M-V/def2-TZVPD.

```
8
C2H2F2OS wB97M-V/def2-TZVPD
C -1.19923 -0.03021 -0.39138
C 0.28536 0.00605 -0.17642
O -1.94606 0.82855 -0.09792
F -0.06954 -0.85792 1.49722
F 0.92618 -1.04318 -0.73102
S 1.32319 1.42270 0.31891
H -1.54021 -0.90306 -0.83396
H 2.22030 0.57707 0.41457
```

Values from the calculation:
- Expectation value of S²: 2.014
- Frontier orbital gap (spin up / spin down): 8.59 / 6.04 eV
- Multiplicity: 3
- HOMO (spin up / spin down): -8.082 / -10.251 eV
- ΔE to the lowest compared entry with this formula, charge and spin: 1.3877 eV
- Charge: 0

---

No. 3
A molecular structure, C54H56CaN9OP. Source: the OMol25 dataset; level of theory: wB97M-V/def2-TZVPD.

```
122
C54H56CaN9OP wB97M-V/def2-TZVPD
Ca -0.48491 -0.91944 -0.12799
C -2.85043 -3.27208 0.22389
C -2.01480 -3.13281 1.48975
N -0.59304 -2.92848 1.15076
C 0.10629 -4.09312 0.56788
C 0.94275 -3.67501 -0.64028
N 0.15093 -2.81631 -1.55408
C -0.97746 -3.51722 -2.21246
C -2.27690 -2.72089 -2.12451
N -2.51199 -2.21255 -0.75714
H -3.91069 -3.24235 0.47534
H -2.67613 -4.24516 -0.23602
H -2.17059 -4.00070 2.13730
H -2.33729 -2.24941 2.04708
H -0.10629 -2.67153 2.00319
H -0.63079 -4.84089 0.27443
H 0.74429 -4.56767 1.31444
H 1.33004 -4.56688 -1.14154
H 1.80410 -3.09133 -0.30157
H 0.77090 -2.45663 -2.27246
H -1.10726 -4.49470 -1.74697
H -0.74838 -3.70890 -3.26012
H -3.10707 -3.34131 -2.47573
H -2.22276 -1.85465 -2.78988
H -3.27662 -1.54512 -0.79844
C 2.98357 3.49011 -1.60473
N 2.29659 2.21230 -1.83112
C 1.39027 1.60548 -1.02106
N 0.96173 0.47015 -1.56519
C 1.60240 0.36733 -2.77782
C 2.45286 1.42629 -2.95080
C 3.34838 1.76261 -4.07744
C 2.83636 1.85298 -5.37014
C 3.67783 2.13477 -6.43670
C 5.03532 2.33191 -6.21999
C 5.55263 2.24220 -4.93444
C 4.71258 1.95424 -3.86821
C 1.34047 -0.71226 -3.75585
C 0.07856 -0.82255 -4.33775
C -0.17673 -1.80038 -5.28971
C 0.82941 -2.68389 -5.66234
C 2.08957 -2.58249 -5.08426
C 2.34617 -1.59716 -4.13761
P 0.83659 2.35931 0.54085
C -0.97700 2.23611 0.38251
N -1.68461 1.22055 -0.09181
C -2.99251 1.62863 -0.09928
C -3.08868 2.89511 0.41289
N -1.79528 3.27246 0.70426
C -1.39231 4.58522 1.22211
C -4.27307 3.75752 0.59995
C -4.58616 4.27906 1.85399
C -5.71805 5.06321 2.02423
C -6.54888 5.32384 0.94214
C -6.24594 4.80232 -0.30867
C -5.11057 4.02366 -0.48105
C -4.07680 0.78357 -0.64713
C -4.04667 0.42891 -1.99515
C -5.04115 -0.37333 -2.53788
C -6.08203 -0.82459 -1.73473
C -6.12839 -0.46268 -0.39331
C -5.13217 0.34043 0.14756
C 1.29657 1.06411 1.73414
N 1.12098 -0.25179 1.65532
C 1.78040 -0.78068 2.74895
C 2.34794 0.22556 3.48669
N 2.02542 1.39101 2.83148
C 2.38573 2.74442 3.27771
C 3.20658 0.17622 4.69057
C 2.73407 -0.37671 5.87791
C 3.55562 -0.44734 6.99476
C 4.85496 0.03715 6.93415
C 5.33427 0.59304 5.75481
C 4.51478 0.65796 4.63746
C 1.95211 -2.23435 3.01106
C 2.97084 -2.93474 2.36851
C 3.17478 -4.28393 2.63198
C 2.35413 -4.94761 3.53545
C 1.33241 -4.25789 4.17989
C 1.14051 -2.90635 3.92296
H 2.36158 4.13184 -0.98938
H 3.15349 3.96512 -2.56583
H 3.94011 3.33257 -1.11114
H 1.77698 1.70068 -5.53912
H 3.27293 2.20431 -7.43791
H 5.69046 2.55331 -7.05252
H 6.61124 2.38695 -4.76304
H 5.12540 1.85894 -2.86958
H -0.69580 -0.11402 -4.06001
H -1.15458 -1.86639 -5.75137
H 0.63501 -3.44214 -6.41052
H 2.87709 -3.26381 -5.37989
H 3.33258 -1.50547 -3.69703
H -2.19616 5.28846 1.03081
H -0.49447 4.92181 0.71328
H -1.20826 4.53900 2.29363
H -3.94793 4.06338 2.70461
H -5.95513 5.46530 3.00071
H -7.43311 5.93387 1.07418
H -6.89203 5.00673 -1.15264
H -4.87131 3.61806 -1.45716
H -3.23913 0.79603 -2.62073
H -5.01227 -0.63613 -3.58821
H -6.86316 -1.44395 -2.15675
H -6.94626 -0.80065 0.23044
H -5.17738 0.63263 1.19121
H 2.74464 2.67814 4.29900
H 1.51420 3.39131 3.24822
H 3.16884 3.16373 2.65087
H 1.71835 -0.74953 5.92952
H 3.18008 -0.87751 7.91433
H 5.49515 -0.01974 7.80498
H 6.34865 0.96715 5.70391
H 4.89931 1.07309 3.71181
H 3.61859 -2.41153 1.67381
H 3.98149 -4.81314 2.14097
H 2.51577 -5.99744 3.74540
H 0.69742 -4.76784 4.89327
H 0.35398 -2.36348 4.43812
O -1.81994 0.23090 2.73344
H -2.73872 0.51904 2.68619
H -1.56999 0.35655 3.65509
```

Values from the calculation:
- Frontier orbital gap: 8.67 eV
- Multiplicity: 1
- HOMO: -12.662 eV
- Charge: +2

---

No. 4
A molecular structure, C4H5NOS2 in a non-equilibrium geometry. Source: the OMol25 dataset; level of theory: wB97M-V/def2-TZVPD.

```
13
C4H5NOS2 wB97M-V/def2-TZVPD
C 0.96946 -1.34138 1.39164
C 0.40100 -0.53255 0.22984
C 0.27510 0.98501 0.40076
C -1.70646 0.84635 -1.52434
H 2.30773 -1.28488 1.02326
H 0.68113 -0.87683 2.40004
H 0.41701 -2.29055 1.06434
H -0.67130 1.66759 0.02532
H -2.03074 1.57576 -2.40890
N 0.25449 -1.18361 -0.86251
O -2.50260 0.66243 -0.62502
S 1.64983 1.77991 0.93248
S -0.04466 -0.00723 -2.04692
```

Values from the calculation:
- Frontier orbital gap: 7.83 eV
- Multiplicity: 1
- HOMO: -9.174 eV
- ΔE to the lowest compared entry with this formula, charge and spin: 4.7346 eV
- Charge: 0

---

No. 5
A molecular structure, C45H38FeNP2. Source: the OMol25 dataset; level of theory: wB97M-V/def2-TZVPD.

```
87
C45H38FeNP2 wB97M-V/def2-TZVPD
Fe 0.64192 -0.32179 0.76185
C -2.56033 0.12816 -1.94110
P -1.99967 0.60085 -0.22811
C -3.23281 -0.31849 0.78690
C -4.43864 0.22736 1.22806
C -5.33440 -0.53607 1.96291
C -5.04113 -1.86034 2.26426
C -3.84774 -2.41345 1.82599
C -2.94970 -1.64602 1.09501
C -2.65010 2.31791 -0.02208
C -3.47701 2.96798 -0.93889
C -3.93246 4.25977 -0.70732
C -3.58118 4.92838 0.45445
C -2.77518 4.29032 1.38597
C -2.31664 3.00413 1.14623
C -1.46468 -0.58283 -2.67019
C -1.46402 -1.54060 -3.68137
C -0.10672 -1.71284 -4.06560
C 0.62323 -0.85883 -3.24524
C 2.05631 -0.56647 -2.90485
P 1.90593 0.44978 -1.35783
C 1.55980 2.15611 -1.92074
C 1.04281 2.43688 -3.18332
C 0.74023 3.74152 -3.54675
C 0.93796 4.78443 -2.65209
C 1.45427 4.51647 -1.39313
C 1.76621 3.21201 -1.03510
C 3.72600 0.56349 -0.99864
C 4.25980 -0.48920 -0.25190
C 5.60426 -0.52287 0.08119
C 6.44728 0.50807 -0.31705
C 5.93203 1.56033 -1.05780
C 4.58329 1.58424 -1.39767
N -0.20717 -0.17157 -2.42906
H -2.79417 1.05071 -2.47589
H -3.48161 -0.45334 -1.87521
H -4.67935 1.26025 1.00871
H -6.26241 -0.09121 2.30188
H -5.74037 -2.45343 2.84114
H -3.59378 -3.44082 2.05723
H -2.01981 -2.09139 0.76274
H -3.78630 2.46907 -1.84595
H -4.56883 4.73995 -1.44079
H -3.93509 5.93604 0.63429
H -2.49392 4.79398 2.30268
H -1.69444 2.52463 1.88678
H -2.32387 -2.05079 -4.09352
H 0.27581 -2.39739 -4.80923
H 2.61971 0.00274 -3.65280
H 2.65214 -1.44791 -2.64916
H 0.84004 1.62672 -3.87168
H 0.33160 3.94096 -4.53003
H 0.68582 5.79976 -2.93307
H 1.61120 5.31872 -0.68240
H 2.18018 3.01525 -0.05453
H 3.60727 -1.28840 0.09016
H 5.99112 -1.34914 0.66532
H 7.49625 0.49101 -0.04772
H 6.57831 2.36979 -1.37606
H 4.20223 2.41432 -1.98012
C 0.82857 1.71213 1.99126
C 2.13850 1.18209 1.94529
C 2.18858 0.05406 2.78645
C 0.92203 -0.09980 3.37876
C 0.07154 0.90409 2.88182
H 0.49083 2.59772 1.47665
H 2.96645 1.57111 1.37211
H 3.04586 -0.58596 2.93347
H 0.65140 -0.85639 4.09663
H -0.96541 1.03386 3.15714
C -0.44974 -5.35488 3.62549
C -0.77062 -3.99583 3.83016
C -0.45136 -3.06676 2.87970
C 0.19641 -3.40959 1.66379
C 0.50433 -2.40885 0.67050
C 0.92830 -2.91795 -0.53969
C 1.15624 -4.29460 -0.79242
C 0.96116 -5.21401 0.19111
C 0.44908 -4.78881 1.44398
C 0.13984 -5.73525 2.45402
H -0.68843 -6.09120 4.38375
H -1.27881 -3.68952 4.73711
H -0.72477 -2.03046 3.01721
H 1.08401 -2.25581 -1.37943
H 1.49115 -4.59654 -1.77862
H 1.15128 -6.26971 0.02878
H 0.36411 -6.78003 2.26523
```

Values from the calculation:
- Expectation value of S²: 6.018
- Frontier orbital gap (spin up / spin down): 6.68 / 6.68 eV
- Multiplicity: 5
- HOMO (spin up / spin down): -4.054 / -4.059 eV
- Charge: -1

---

| no. | total energy (hartree) |
| --- | --- |
| 1 | -2427.13544 |
| 2 | -750.34933 |
| 3 | -3678.17659 |
| 4 | -1081.61927 |
| 5 | -3738.79346 |